# 1
88
Properties=species:S:1:pos:R:3:forces:R:3 method="wB97M-V/def2-TZVPD" orbital_gap_ev="9.49 / 4.50" multiplicity=2 e_homo_ev="-18.79 / -18.78" charge=+4
C -3.4904 4.6610 3.5130 -1.3 -0.2 -0.7
C -3.1580 3.2496 3.0048 1.4 -0.8 1.0
C -2.5141 3.0910 1.5999 -1.5 0.2 0.8
N -3.0734 1.8824 0.8061 1.1 0.9 -0.8
C -2.2522 1.9361 -0.5033 -2.0 -1.5 -0.5
C -2.7920 0.9115 -1.5812 1.5 1.6 0.6
C -4.2598 1.0986 -1.8351 -1.6 -0.1 0.7
C -5.1299 1.1145 -0.5365 2.1 -0.5 0.5
C -4.5506 2.1496 0.4744 -1.1 -1.6 -0.5
C -2.7249 0.5313 1.4825 -1.5 1.3 0.3
H -2.7826 5.4785 3.3752 0.2 -0.4 0.0
H -3.8730 4.6496 4.5336 0.7 -0.3 0.3
H -4.4296 4.9008 3.0146 0.1 0.6 -0.5
H -4.0642 2.6594 3.1408 -0.1 0.0 -0.5
H -2.4639 2.7596 3.6875 0.1 0.1 0.3
H -1.4271 3.0111 1.5839 -0.1 -0.2 0.3
H -2.7728 4.0198 1.0915 -0.1 -0.3 -0.7
H -2.4867 2.9272 -0.8918 0.7 0.1 0.0
H -1.2235 1.7111 -0.2221 0.0 0.5 -0.2
H -2.2648 1.1826 -2.4959 0.1 0.3 -0.2
H -2.3987 -0.0952 -1.4396 -0.6 -0.3 0.6
H -4.4884 2.0670 -2.2802 0.4 0.0 -0.6
H -4.5615 0.2933 -2.5048 -0.4 0.3 -0.1
H -6.1926 1.3140 -0.6744 0.2 0.0 -0.2
H -4.9975 0.1350 -0.0771 -0.6 -0.2 0.1
H -4.7667 3.1200 0.0276 1.0 0.4 0.3
H -5.1557 2.0881 1.3789 0.4 0.0 0.2
H -1.6446 0.4826 1.6188 -0.3 0.0 -0.2
H -3.1680 -0.2923 0.9226 0.5 0.2 -0.3
H -3.2353 0.4969 2.4450 0.2 0.2 0.1
C 8.0864 -0.6316 -0.6571 -1.6 -0.3 -1.7
C 6.8527 0.0587 -1.3439 2.6 1.3 -0.2
N 5.7020 -0.7538 -1.3617 -4.0 -4.3 -1.5
C 4.7544 -0.9708 -0.3703 -0.5 0.0 0.0
C 3.7562 -1.8367 -0.7993 1.8 0.2 -1.2
N 4.0996 -2.2341 -2.0919 4.8 3.0 0.9
C 5.3387 -1.5936 -2.4187 -2.0 0.4 2.9
C 3.3567 -3.0714 -2.9657 -0.5 -0.6 -0.7
H 8.2946 -1.4447 -1.3524 0.2 -0.4 0.3
H 7.7206 -1.0488 0.2811 0.8 0.3 0.3
H 8.9823 -0.0135 -0.7154 -0.3 0.2 0.8
H 7.0641 0.2376 -2.3982 0.3 0.2 0.0
H 6.6459 1.0425 -0.9227 -0.3 -0.2 0.2
H 4.8373 -0.4211 0.5556 0.0 -0.2 0.0
H 2.8573 -2.2642 -0.3802 0.2 0.4 0.3
H 5.9901 -1.7422 -3.2673 -0.4 -0.1 -0.3
H 2.3211 -2.9309 -2.6563 -0.1 -0.3 -0.6
H 3.6409 -4.1218 -2.9035 0.0 0.0 0.2
H 3.5606 -2.7457 -3.9857 -0.5 -0.1 0.0
C -3.3689 -4.3109 3.4807 0.9 -0.1 -0.4
C -1.8228 -4.3496 3.6980 -0.2 -0.9 -0.1
N -1.1240 -5.3425 2.7932 0.6 0.1 -1.9
C -1.4007 -6.7002 2.7123 0.2 0.6 0.2
C -0.6331 -7.2316 1.7177 0.4 0.1 0.1
N 0.1378 -6.2353 1.1392 -1.9 2.4 2.8
C -0.2314 -5.0429 1.8136 0.1 -2.3 0.0
C 1.2452 -6.5016 0.2215 -0.4 0.3 -0.2
H -3.6454 -4.2891 2.4266 0.3 0.2 -0.1
H -3.7804 -3.4177 3.9506 0.0 -0.2 0.2
H -3.8554 -5.2074 3.8650 0.1 0.2 0.3
H -1.5903 -4.6851 4.7087 -0.1 -0.1 0.0
H -1.2880 -3.4049 3.5997 -0.3 0.0 -0.4
H -2.1061 -7.1110 3.4194 0.1 -0.3 -0.3
H -0.4987 -8.2563 1.4043 -0.2 0.0 0.1
H 0.0964 -4.0295 1.6347 0.2 -0.3 -0.2
H 1.4395 -5.6004 -0.3600 0.0 -0.1 0.0
H 0.8826 -7.2938 -0.4335 0.4 0.0 -0.1
H 2.1382 -6.7985 0.7714 -0.1 -0.1 0.0
C -0.3647 6.3558 -1.9778 1.1 0.5 -0.6
C -0.3467 4.9599 -2.6243 -1.5 1.3 -1.2
N 0.6643 4.0734 -2.1343 1.0 -2.3 0.2
C 1.1505 4.1124 -0.8770 0.7 -0.3 1.7
C 1.9144 2.9909 -0.6112 -1.0 0.3 -1.7
N 1.8551 2.2168 -1.7823 -1.5 3.8 -0.1
C 1.1051 2.9513 -2.7312 1.5 -1.9 2.3
C 2.4175 0.9089 -1.8977 -0.2 -0.8 -0.4
H 0.5501 6.8694 -2.2737 0.2 0.0 0.3
H -0.4373 6.4043 -0.8913 0.0 -0.4 0.0
H -1.1306 7.0483 -2.3270 -0.4 -0.7 -0.4
H -0.1512 4.9348 -3.6963 -0.3 0.9 -0.1
H -1.3482 4.5399 -2.5315 0.1 -0.5 0.3
H 0.8514 4.9449 -0.2574 0.4 -0.2 0.1
H 2.4973 2.6793 0.2429 -0.2 0.2 -0.1
H 0.9602 2.5259 -3.7133 -0.3 0.6 -0.1
H 1.6435 0.1755 -1.6717 -0.2 -0.1 -0.5
H 3.1501 0.6935 -1.1199 0.3 0.7 -0.4
H 2.7983 0.8006 -2.9133 0.2 -0.4 0.2
Br 0.1075 -1.4261 0.3200 0.0 0.0 0.0

***

# 2
5
Properties=species:S:1:pos:R:3:forces:R:3 method="wB97M-V/def2-TZVPD" orbital_gap_ev="8.00 / 8.56" e_above_lowest_kj_mol=0.00 multiplicity=2 e_homo_ev="-5.90 / -5.85" charge=-1
O 0.4875 -0.2043 1.8558 0.3 -0.8 -2.3
V 0.3163 -0.2829 0.2742 -1.9 2.1 0.8
Br 0.7109 2.1927 -0.3570 -0.1 -1.3 0.3
Br -2.3609 -0.1887 0.1868 1.6 -0.2 0.0
Br 0.8464 -1.5168 -1.9598 0.0 0.3 1.3

***

# 3
13
Properties=species:S:1:pos:R:3:forces:R:3 method="wB97M-V/def2-TZVPD" orbital_gap_ev=10.96 e_above_lowest_kj_mol=28.19 e_homo_ev=-10.52
C 1.1086 -0.1356 -0.7933 1.1 0.0 -0.7
C 0.1638 -0.1399 0.3628 -0.1 1.9 1.5
C -0.5739 1.2498 0.2964 0.0 -0.7 1.7
N -0.7532 -1.2248 0.2316 -1.1 -0.5 1.2
O 1.2710 0.8162 -1.5132 -0.1 -0.7 0.3
O 1.7781 -1.2860 -1.0317 0.3 0.7 -1.0
Cl -1.8646 1.3333 -0.9111 0.8 0.2 -0.1
Cl -1.3885 1.5466 1.8970 0.2 -0.2 -0.1
H 0.8248 -0.0601 1.3650 -1.6 -0.7 -2.0
H 0.2174 1.9757 0.3004 -0.3 0.8 -0.9
H -1.1090 -1.1887 -0.7163 0.0 -0.3 -0.2
H -1.6058 -1.0141 0.8095 1.2 -0.4 -0.4
H 1.9314 -1.8724 -0.2969 -0.6 -0.2 0.7

***

# 4
55
Properties=species:S:1:pos:R:3:forces:R:3 method="wB97M-V/def2-TZVPD" orbital_gap_ev=8.18 e_above_lowest_kj_mol=74.90 e_homo_ev=-7.32
C 7.6501 0.8924 -0.0697 0.0 -0.2 0.1
C 6.9298 -0.3736 0.3773 -0.2 0.1 -0.2
C 5.5075 -0.4315 -0.1730 -0.1 -0.3 0.2
C 4.7866 -1.6985 0.2785 0.4 0.3 0.2
H 5.3146 -2.5924 -0.0601 -0.1 0.1 0.1
H 4.6951 -1.7109 1.3694 0.0 -0.1 -0.1
O 3.4820 -1.7943 -0.2983 -0.2 -0.2 -0.3
C 2.5032 -1.1152 0.3040 -0.2 0.0 0.0
O 2.6418 -0.4362 1.2836 0.0 0.0 0.0
C 1.1830 -1.3315 -0.4250 0.1 0.0 0.0
N 0.2012 -0.3762 -0.0205 0.1 0.1 0.0
C 0.2610 0.9892 -0.1781 -0.2 0.5 -0.1
C 1.1432 1.7947 -0.8674 -0.1 -0.2 0.1
C 0.9025 3.1632 -0.8593 0.0 0.2 0.0
C -0.1835 3.6995 -0.1866 0.1 0.2 -0.1
C -1.0754 2.8925 0.5096 -0.1 -0.3 0.1
C -0.8411 1.5320 0.5092 0.5 0.3 -0.3
N -1.5144 0.4838 1.1012 0.2 -0.3 -0.1
C -0.8789 -0.7077 0.7741 -0.3 -0.4 0.3
N -1.1435 -1.9147 1.0618 0.0 -0.5 0.2
H -1.9846 -2.0433 1.6087 0.0 0.2 -0.1
C -2.7397 0.5947 1.8388 -0.5 0.1 -0.1
H -2.6909 1.4855 2.4725 0.1 -0.1 0.1
H -2.8312 -0.2859 2.4804 0.0 0.1 0.0
C -3.9761 0.6738 0.9194 0.4 -0.1 0.3
N -4.0943 -0.5400 0.1352 0.1 0.1 0.1
C -5.3448 -1.2515 0.2988 -0.2 0.0 0.0
C -6.5884 -0.5746 -0.2929 0.3 -0.1 0.1
H -6.5173 -0.5090 -1.3756 -0.1 0.0 -0.1
H -7.4728 -1.1554 -0.0443 -0.1 0.0 0.0
H -6.7108 0.4299 0.1068 -0.1 0.1 0.0
H -5.2256 -2.2388 -0.1514 -0.1 0.0 0.1
H -5.4943 -1.3987 1.3727 0.0 -0.1 -0.1
C -3.6151 -0.4239 -1.2315 0.1 -0.2 -0.1
C -3.1393 -1.7645 -1.7831 -0.1 0.2 0.0
H -3.9717 -2.4385 -1.9665 -0.1 -0.1 -0.1
H -2.4586 -2.2288 -1.0742 0.1 -0.1 0.0
H -2.6171 -1.6061 -2.7236 0.0 0.0 -0.2
H -4.3774 0.0060 -1.9037 0.1 0.1 0.0
H -2.7659 0.2627 -1.2246 -0.1 0.0 0.0
H -3.8914 1.5632 0.2816 -0.1 0.0 0.0
H -4.8536 0.8020 1.5583 0.0 0.1 0.0
H -1.9170 3.3214 1.0314 -0.1 0.0 0.1
H -0.3429 4.7672 -0.2011 0.0 0.1 0.0
H 1.5763 3.8202 -1.3882 0.1 0.1 0.0
H 1.9923 1.3805 -1.3885 0.1 -0.1 -0.1
H 0.7865 -2.3156 -0.1522 0.1 0.1 -0.1
H 1.3572 -1.2978 -1.5051 0.0 0.0 0.1
H 5.5308 -0.4070 -1.2649 0.0 0.0 0.0
H 4.9431 0.4355 0.1764 0.0 0.0 0.0
H 7.4861 -1.2497 0.0363 0.0 -0.1 0.1
H 6.8940 -0.4058 1.4680 0.0 -0.1 0.0
H 8.6591 0.9198 0.3341 0.1 0.1 0.0
H 7.7134 0.9334 -1.1549 0.0 0.1 -0.1
H 7.1173 1.7750 0.2761 0.0 0.1 0.0